Computed, not measured: a 12-piece molecular cluster, C27H83N5O12 overall in a non-equilibrium geometry, with wB97M-V/def2-TZVPD.

```
127
Properties=species:S:1:pos:R:3:lowdin_charge:R:1
C -2.80 1.73 1.44 -0.03
C -2.28 2.81 2.42 -0.40
C -3.27 3.29 3.49 -0.21
O -4.35 3.89 2.81 -0.18
C -5.30 4.42 3.67 -0.13
N -1.09 2.27 3.14 0.05
H -2.05 1.42 0.75 0.04
H -3.61 2.16 0.87 0.06
H -3.23 0.90 2.00 0.08
H -1.98 3.70 1.88 0.12
H -2.72 3.97 4.19 0.14
H -3.66 2.43 4.06 0.13
H -6.13 4.81 3.18 0.06
H -4.86 5.08 4.41 0.09
H -5.77 3.61 4.28 0.10
H -1.47 1.50 3.74 0.09
H -0.51 1.85 2.44 0.03
C 0.53 4.35 -0.18 -0.03
C 1.90 3.66 -0.31 -0.38
C 2.39 3.18 1.07 -0.19
O 3.55 2.35 0.99 -0.19
C 4.13 2.05 2.24 -0.09
N 1.75 2.50 -1.17 0.07
H -0.09 3.67 0.42 0.06
H 0.02 4.58 -1.11 0.07
H 0.50 5.25 0.44 0.08
H 2.63 4.35 -0.69 0.13
H 1.62 2.58 1.52 0.09
H 2.51 3.96 1.81 0.13
H 4.63 2.95 2.64 0.10
H 4.89 1.33 2.11 0.04
H 3.41 1.69 3.00 0.07
H 2.60 1.97 -1.32 0.06
H 0.99 1.91 -0.77 0.07
C 5.55 -0.17 -1.43 -0.05
C 4.72 -1.13 -0.59 -0.38
C 5.31 -1.11 0.78 -0.23
O 4.48 -1.80 1.67 -0.20
C 5.14 -2.01 2.88 -0.11
N 3.29 -0.70 -0.66 0.08
H 5.28 -0.19 -2.46 0.05
H 6.60 -0.39 -1.41 0.07
H 5.49 0.88 -1.07 0.10
H 4.80 -2.15 -1.09 0.15
H 5.36 -0.05 1.01 0.10
H 6.32 -1.61 0.78 0.15
H 6.09 -2.55 2.71 0.10
H 4.49 -2.50 3.58 0.07
H 5.39 -1.02 3.33 0.10
H 2.77 -1.41 -0.15 0.05
H 3.22 0.22 -0.20 0.07
C -3.79 -2.10 -3.02 -0.05
C -3.68 -2.42 -1.55 -0.39
C -4.94 -3.16 -1.14 -0.21
O -4.92 -4.52 -1.56 -0.19
C -6.15 -5.10 -1.83 -0.12
N -2.48 -3.23 -1.17 0.06
H -4.75 -1.54 -3.21 0.10
H -3.90 -2.93 -3.69 0.08
H -2.94 -1.51 -3.35 0.05
H -3.78 -1.54 -0.90 0.14
H -5.75 -2.54 -1.58 0.12
H -5.18 -3.11 -0.08 0.12
H -6.73 -4.40 -2.39 0.08
H -6.69 -5.37 -0.91 0.09
H -5.98 -6.04 -2.36 0.09
H -1.71 -2.93 -1.78 0.08
H -2.65 -4.17 -1.51 0.09
C 0.65 -2.59 4.01 -0.02
C 0.67 -1.45 2.95 -0.38
C 1.41 -0.21 3.45 -0.20
O 0.65 0.54 4.42 -0.22
C 1.37 1.65 4.95 -0.10
N 1.35 -1.86 1.72 0.05
H 1.72 -2.81 4.27 0.09
H 0.13 -3.46 3.65 0.05
H 0.16 -2.15 4.87 0.08
H -0.29 -1.11 2.53 0.13
H 1.56 0.36 2.56 0.09
H 2.37 -0.44 3.78 0.10
H 1.43 2.30 4.10 0.05
H 2.38 1.27 5.26 0.10
H 0.69 2.05 5.74 0.11
H 2.28 -2.16 1.99 0.07
H 0.90 -2.63 1.31 0.05
C -0.62 -1.10 -4.87 -0.14
O -0.15 -1.71 -3.64 -0.17
H -1.53 -1.66 -5.12 0.06
H -0.89 -0.01 -4.77 0.08
H 0.10 -1.27 -5.67 0.08
H 0.82 -1.56 -3.58 0.03
C -0.67 2.84 -3.64 -0.20
O 0.62 2.99 -4.11 -0.14
H -1.30 3.55 -4.21 0.09
H -1.08 1.83 -3.73 0.05
H -0.71 3.13 -2.60 0.05
H 1.24 2.90 -3.34 0.05
C 2.77 0.16 -4.27 -0.07
O 2.46 -0.91 -3.36 -0.20
H 2.16 0.04 -5.15 0.08
H 2.52 1.11 -3.85 0.06
H 3.83 0.15 -4.45 0.07
H 2.73 -0.69 -2.43 0.05
C -4.16 2.62 -3.31 -0.17
O -4.02 3.62 -2.33 -0.12
H -3.87 3.12 -4.23 0.07
H -3.42 1.81 -3.16 0.07
H -5.19 2.27 -3.37 0.08
H -4.26 3.14 -1.53 0.06
C -0.45 -0.22 -0.58 -0.19
O 0.11 0.43 0.48 -0.18
H -1.24 -0.85 -0.25 0.06
H -1.00 0.49 -1.22 0.08
H 0.25 -0.75 -1.23 0.08
H 0.75 -0.24 0.88 0.06
C -2.26 -2.94 2.08 -0.18
O -1.12 -3.20 1.33 -0.18
H -3.09 -3.60 1.76 0.08
H -1.97 -3.21 3.11 0.08
H -2.60 -1.93 2.13 0.06
H -1.38 -3.34 0.37 0.06
C 2.50 -3.97 -2.31 -0.20
O 3.53 -3.30 -2.91 -0.13
H 2.11 -3.29 -1.53 0.07
H 1.69 -4.30 -2.98 0.08
H 2.86 -4.88 -1.79 0.09
H 3.26 -2.47 -3.29 0.03
```

The value obtained for the HOMO-LUMO gap is 9.70 eV. The value obtained for the total energy is -61360.2347 eV.

Computed, not measured: C2H11N6Sr as an isolated structure in a non-equilibrium geometry, with wB97M-V/def2-TZVPD.

```
20
Properties=species:S:1:pos:R:3:lowdin_charge:R:1
C -1.93 0.91 -2.73 -0.32
Sr -1.10 0.14 1.84 0.40
N -0.29 2.59 1.79 -0.14
H -1.88 1.22 -1.58 0.00
H -0.43 3.29 2.53 0.01
H -1.94 2.00 -2.75 0.06
H -2.72 0.91 -3.52 0.01
H -2.48 0.06 -2.22 0.08
H -0.99 0.53 -3.10 0.06
H 0.72 2.53 1.63 0.00
H -0.70 2.98 0.94 -0.03
N 1.47 -3.46 1.50 0.02
N 1.28 -2.34 0.70 -0.37
N 2.41 -1.72 0.20 0.02
C 2.06 -0.44 0.19 -0.32
N 0.83 -0.22 0.73 -0.32
N 0.38 -1.44 1.15 -0.35
H 0.56 -3.79 1.80 0.05
H 2.07 -4.14 1.05 0.06
H 2.66 0.39 -0.14 0.08
```

The value obtained for the HOMO-LUMO gap (spin up / spin down) is 2.84 / 2.97 eV. The value obtained for the total energy is -12018.2322 eV. Its total charge is -1.

Computed, not measured: the molecule C19H33N3O2, with wB97M-V/def2-TZVPD.

```
57
Properties=species:S:1:pos:R:3:lowdin_charge:R:1
O -0.10 1.53 1.17 0.05
C -0.33 0.61 1.93 -0.46
N -1.32 -0.29 1.70 0.08
H -1.30 -1.18 2.19 0.13
C -1.97 -0.36 0.41 -0.08
C -1.68 -1.73 -0.20 -0.44
O -1.20 -2.61 0.49 0.05
N -2.00 -1.92 -1.49 -0.06
C -2.57 -0.93 -2.38 -0.13
H -2.64 0.03 -1.88 0.11
C -1.70 -0.80 -3.65 -0.11
H -2.05 -1.47 -4.43 0.11
H -1.78 0.22 -4.03 0.10
C -0.25 -1.17 -3.29 -0.30
N 0.17 -0.35 -2.15 -0.13
C 1.20 -0.86 -1.27 -0.18
C 2.60 -0.84 -1.90 -0.17
C 2.96 0.60 -2.27 -0.20
C 1.87 1.17 -3.17 -0.18
C 0.50 1.02 -2.51 -0.18
H -0.28 1.42 -3.17 0.11
H 0.48 1.59 -1.58 0.12
H 1.88 0.65 -4.14 0.10
H 2.06 2.23 -3.37 0.11
H 3.93 0.64 -2.77 0.11
H 3.02 1.20 -1.36 0.11
H 2.63 -1.47 -2.79 0.11
H 3.33 -1.23 -1.18 0.11
H 0.95 -1.86 -0.92 0.11
H 1.20 -0.21 -0.40 0.12
C -0.27 -2.69 -3.04 -0.10
C -1.49 -3.08 -2.18 -0.12
H -1.21 -3.82 -1.42 0.12
H -2.28 -3.50 -2.80 0.13
H -0.34 -3.19 -4.01 0.12
H 0.66 -3.01 -2.57 0.10
H 0.39 -0.99 -4.18 0.14
H -3.59 -1.25 -2.66 0.13
H -3.05 -0.20 0.52 0.14
H -1.53 0.43 -0.20 0.11
C 0.43 0.36 3.23 -0.23
C -0.51 0.39 4.45 -0.16
C -1.03 1.80 4.69 -0.19
C 0.12 2.76 4.92 -0.20
C 1.05 2.76 3.71 -0.20
C 1.57 1.36 3.42 -0.16
H 2.18 1.38 2.51 0.11
H 2.20 1.02 4.25 0.12
H 0.51 3.12 2.83 0.10
H 1.90 3.43 3.88 0.11
H -0.26 3.77 5.09 0.11
H 0.68 2.46 5.81 0.11
H -1.61 2.13 3.81 0.12
H -1.70 1.80 5.55 0.11
H -1.34 -0.30 4.31 0.11
H 0.05 0.06 5.33 0.12
H 0.85 -0.65 3.15 0.15
```

The value obtained for the HOMO-LUMO gap is 8.79 eV. The value obtained for the total energy is -28805.5254 eV.

Computed, not measured: the molecule C3H2N2S in a non-equilibrium geometry, with wB97M-V/def2-TZVPD.

```
8
Properties=species:S:1:pos:R:3:lowdin_charge:R:1
C -1.19 -0.05 0.07 -0.94
C 0.73 0.78 0.00 -0.09
C 0.84 -0.73 -0.07 -0.05
H 1.63 1.36 -0.17 0.10
H 1.66 -1.30 -0.11 0.07
N -0.50 1.19 0.13 0.05
N -0.37 -1.21 0.16 0.07
S -2.81 -0.03 -0.02 0.79
```

The value obtained for the HOMO-LUMO gap is 7.20 eV. The value obtained for the total energy is -16956.6029 eV.

Computed, not measured: a 2-piece molecular cluster, C18H42BrNO9P3 overall in a non-equilibrium geometry, with wB97M-V/def2-TZVPD.

```
74
Properties=species:S:1:pos:R:3:lowdin_charge:R:1
C -4.82 -0.42 2.95 -0.05
C -5.13 0.95 2.34 -0.24
O -4.99 0.93 0.90 -0.20
P -3.95 1.94 0.25 0.48
O -4.00 1.94 -1.22 -0.25
C -2.33 1.55 0.91 -0.18
C -1.90 0.08 0.72 -0.14
C -1.70 -0.24 -0.77 -0.28
C -0.25 -0.51 -1.16 -0.10
C -0.01 -1.04 -2.59 -0.13
N -1.26 -1.16 -3.41 -0.36
C -1.79 0.18 -3.90 0.00
P -0.87 -2.11 -4.94 0.74
O 0.22 -3.06 -4.76 -0.36
C -2.41 -1.84 -2.70 -0.60
Br -2.33 -3.77 -2.76 0.87
C -2.60 -1.38 -1.23 -0.38
O -3.96 -1.05 -1.08 0.00
O -4.27 3.37 0.87 -0.20
C -5.18 4.23 0.14 -0.25
C -6.58 3.65 -0.01 -0.07
H -4.03 -0.37 3.70 0.08
H -5.69 -0.82 3.46 0.08
H -4.51 -1.12 2.17 0.06
H -6.17 1.19 2.54 0.12
H -4.51 1.72 2.80 0.11
H -2.35 1.73 1.99 0.10
H -1.57 2.22 0.49 0.11
H -2.60 -0.60 1.19 0.10
H -0.93 0.01 1.22 0.12
H -2.01 0.66 -1.31 0.11
H 0.39 0.36 -1.01 0.12
H 0.13 -1.26 -0.46 0.13
H 0.62 -0.33 -3.11 0.13
H 0.55 -1.97 -2.57 0.12
H -0.99 0.92 -3.89 0.12
H -2.18 0.06 -4.91 0.09
H -2.60 0.50 -3.26 0.10
H -0.51 -1.05 -5.78 0.05
H -2.12 -2.58 -5.35 0.04
H -3.31 -1.56 -3.24 0.11
H -2.39 -2.24 -0.58 0.13
H -4.41 -1.73 -0.58 0.12
H -4.76 4.51 -0.82 0.11
H -5.25 5.15 0.72 0.12
H -6.87 3.07 0.86 0.07
H -7.31 4.45 -0.12 0.08
H -6.65 3.01 -0.89 0.08
O 5.97 0.68 1.78 -0.21
P 5.47 -0.70 1.71 0.42
O 3.89 -0.73 1.38 -0.18
C 3.37 0.09 0.35 -0.28
C 3.64 -0.48 -1.03 -0.07
O 5.41 -1.31 3.18 -0.18
C 5.95 -0.60 4.31 -0.27
C 4.86 0.16 5.04 -0.07
O 5.98 -2.03 1.02 -0.16
C 6.92 -2.06 -0.08 -0.25
C 8.02 -1.03 0.03 -0.08
H 3.76 1.11 0.43 0.12
H 2.29 0.14 0.52 0.10
H 4.70 -0.42 -1.28 0.07
H 3.10 0.08 -1.80 0.07
H 3.35 -1.53 -1.08 0.09
H 6.75 0.06 4.00 0.11
H 6.38 -1.36 4.97 0.12
H 4.34 0.84 4.36 0.07
H 5.29 0.74 5.86 0.08
H 4.12 -0.53 5.45 0.08
H 6.37 -1.95 -1.02 0.10
H 7.34 -3.07 -0.07 0.12
H 7.63 -0.02 -0.08 0.07
H 8.76 -1.19 -0.75 0.08
H 8.51 -1.09 1.00 0.09
```

The value obtained for the HOMO-LUMO gap is 9.49 eV. The value obtained for the total energy is -137171.7884 eV. Its total charge is +1.

Computed, not measured: a 2-piece molecular cluster, C4H6FNO overall in a non-equilibrium geometry, with wB97M-V/def2-TZVPD.

```
13
Properties=species:S:1:pos:R:3:lowdin_charge:R:1
C -0.26 1.68 1.79 0.11
C -0.04 -0.67 -0.35 -0.17
C -1.15 1.03 1.43 -0.32
C -0.01 -0.56 -1.78 -0.08
N 1.05 -0.59 0.40 -0.17
O 1.08 -0.80 1.63 -0.13
F -2.21 0.70 0.87 0.16
H 0.54 2.05 2.37 0.04
H 1.99 -0.15 0.14 0.21
H -0.99 -0.94 0.05 0.11
H 0.36 0.34 -2.14 0.06
H 0.60 -1.40 -2.19 0.10
H -0.95 -0.68 -2.22 0.06
```

The value obtained for the HOMO-LUMO gap (spin up / spin down) is 9.19 / 9.19 eV. The value obtained for the total energy is -10493.8833 eV.

Computed, not measured: a 2-piece molecular cluster, C4H10N overall in a non-equilibrium geometry, with wB97M-V/def2-TZVPD.

```
15
Properties=species:S:1:pos:R:3:lowdin_charge:R:1
C -2.68 -0.25 -0.60 -0.08
C -1.63 -0.02 0.51 -0.19
C -0.20 -0.15 -0.01 -0.05
C 0.95 0.19 0.60 0.30
N 3.76 0.33 -0.24 0.08
H -2.56 0.47 -1.41 0.09
H -2.58 -1.24 -0.99 0.08
H -3.71 -0.16 -0.22 0.10
H -1.77 0.96 0.96 0.12
H -1.78 -0.82 1.37 0.18
H -0.16 -0.44 -1.04 0.14
H 1.04 0.15 1.74 0.17
H 4.19 1.00 -0.82 0.03
H 2.69 0.28 0.02 0.00
H 4.43 -0.31 0.15 0.04
```

The value obtained for the HOMO-LUMO gap is 4.97 eV. The value obtained for the total energy is -5787.0930 eV. Its total charge is +1.

Computed, not measured: C21H53Br3O22S7 as an isolated structure in a non-equilibrium geometry, with wB97M-V/def2-TZVPD.

```
106
Properties=species:S:1:pos:R:3:lowdin_charge:R:1
O -2.38 4.04 -1.45 -0.32
S -2.65 4.40 -2.87 0.67
O -1.70 5.20 -3.63 -0.30
O -3.00 3.02 -3.68 -0.29
C -3.02 3.09 -5.17 -0.24
C -3.38 1.73 -5.83 -0.05
C -4.37 5.11 -2.94 -0.09
H -2.12 3.53 -5.59 0.11
H -3.75 3.83 -5.50 0.10
H -2.49 1.14 -5.61 0.07
H -3.59 1.80 -6.90 0.08
H -4.21 1.26 -5.30 0.08
H -5.04 4.26 -2.91 0.07
H -4.44 5.77 -3.81 0.07
H -4.43 5.57 -1.96 0.06
O 5.17 2.52 2.01 -0.26
S 6.37 1.83 2.25 0.65
O 7.63 2.39 1.72 -0.31
O 6.57 1.58 3.87 -0.26
C 7.85 1.25 4.30 -0.33
C 7.77 1.18 5.83 -0.06
C 6.13 0.06 1.72 -0.09
H 8.66 1.92 4.02 0.12
H 8.13 0.26 3.94 0.11
H 7.68 2.15 6.34 0.08
H 8.61 0.64 6.26 0.08
H 6.88 0.58 6.03 0.08
H 5.47 -0.37 2.48 0.07
H 7.11 -0.43 1.76 0.06
H 5.81 0.00 0.68 0.07
O -1.77 -8.60 0.93 -0.31
S -0.38 -8.96 1.16 0.67
O 0.10 -10.32 1.44 -0.30
O 0.38 -8.42 -0.19 -0.29
C 0.23 -9.18 -1.42 -0.26
C 0.37 -8.20 -2.61 -0.06
C 0.31 -7.70 2.33 -0.10
H -0.73 -9.69 -1.52 0.11
H 0.94 -9.98 -1.58 0.11
H -0.11 -7.29 -2.26 0.07
H -0.13 -8.47 -3.54 0.08
H 1.40 -7.94 -2.85 0.07
H -0.15 -6.73 2.13 0.06
H 1.39 -7.64 2.24 0.07
H 0.04 -7.91 3.36 0.07
O -2.45 -0.08 5.98 -0.31
S -3.46 -0.79 5.17 0.70
O -3.18 -2.11 4.58 -0.32
O -4.83 -0.84 6.14 -0.28
C -4.67 -1.12 7.50 -0.29
C -6.13 -1.11 8.00 -0.07
C -4.15 0.24 3.82 -0.10
H -4.04 -0.40 8.01 0.11
H -4.19 -2.06 7.77 0.12
H -6.20 -1.19 9.09 0.07
H -6.87 -1.86 7.70 0.08
H -6.64 -0.18 7.80 0.07
H -4.99 -0.32 3.41 0.07
H -3.37 0.49 3.11 0.07
H -4.44 1.16 4.32 0.07
O 5.26 3.19 -7.08 -0.31
S 5.50 1.81 -7.48 0.70
O 6.89 1.30 -7.52 -0.30
O 4.56 0.68 -6.63 -0.30
C 3.13 0.77 -6.43 -0.24
C 2.97 1.72 -5.22 -0.07
C 4.77 1.56 -9.18 -0.10
H 2.61 -0.18 -6.31 0.12
H 2.68 1.31 -7.26 0.09
H 2.05 1.48 -4.69 0.07
H 3.15 2.77 -5.44 0.07
H 3.82 1.61 -4.54 0.08
H 5.34 2.16 -9.90 0.07
H 3.70 1.75 -9.11 0.05
H 4.93 0.49 -9.29 0.06
O 3.10 5.84 3.98 -0.28
S 1.81 6.32 3.53 0.66
O 0.98 7.11 4.40 -0.31
O 2.01 7.22 2.10 -0.26
C 0.80 7.78 1.57 -0.28
C 1.27 8.91 0.62 -0.07
C 0.79 4.90 3.05 -0.12
H 0.11 8.12 2.35 0.11
H 0.20 7.09 0.97 0.11
H 1.85 8.57 -0.23 0.07
H 1.98 9.58 1.11 0.08
H 0.46 9.43 0.11 0.07
H 0.75 4.19 3.88 0.07
H 1.31 4.38 2.25 0.07
H -0.25 5.05 2.77 0.07
C 0.07 -2.43 -0.39 -1.42
Br -0.75 -1.33 -1.82 0.49
Br 0.66 -0.99 0.93 0.45
Br 1.65 -3.45 -1.11 0.49
H -0.63 -3.11 0.10 -0.02
C -5.48 -5.25 -0.72 -0.20
C -5.80 -4.73 0.65 -0.23
O -5.99 -3.40 0.43 -0.19
S -6.83 -3.16 -0.97 0.71
O -6.18 -2.10 -1.73 -0.24
O -8.25 -3.08 -0.84 -0.22
O -6.45 -4.65 -1.51 -0.19
H -5.86 -6.27 -0.86 0.15
H -4.44 -5.05 -0.96 0.14
H -5.00 -4.98 1.34 0.15
H -6.79 -5.02 0.99 0.14
```

The value obtained for the HOMO-LUMO gap is 9.67 eV. The value obtained for the total energy is -353646.3784 eV.

Computed, not measured: the molecule C4H5NO2 in a non-equilibrium geometry, with wB97M-V/def2-TZVPD.

```
12
Properties=species:S:1:pos:R:3:lowdin_charge:R:1
O 2.38 -0.74 -0.40 0.08
C 1.30 -0.26 -0.62 -0.23
C 0.54 0.45 0.47 -0.35
C -0.53 1.36 0.07 0.05
N -0.70 -0.09 1.04 0.06
C -1.09 -1.28 0.28 -0.27
O -1.13 -1.37 -0.92 0.05
H 0.87 -0.24 -1.64 0.13
H 1.18 0.80 1.28 0.15
H -1.09 1.25 -0.85 0.09
H -0.55 2.41 0.45 0.11
H -1.32 -2.20 0.85 0.14
```

The value obtained for the HOMO-LUMO gap is 10.30 eV. The value obtained for the total energy is -9811.0481 eV.

Computed, not measured: a 2-piece molecular cluster, C4H6NO4 overall in a non-equilibrium geometry, with wB97M-V/def2-TZVPD.

```
15
Properties=species:S:1:pos:R:3:lowdin_spin:R:1
N 4.10 0.24 2.88 -0.06
O 3.82 -0.01 4.08 0.32
O 4.49 -0.70 2.10 0.41
O 3.99 1.43 2.42 0.33
H 5.02 0.10 -0.43 0.00
C 5.29 0.23 -1.50 0.00
O 5.66 -0.67 -2.24 0.00
C 5.12 1.65 -1.89 0.00
C 4.70 2.62 -1.05 0.00
C 4.53 4.05 -1.45 0.00
H 5.37 1.80 -2.94 0.00
H 4.47 2.36 -0.01 0.00
H 4.19 4.51 -0.53 0.00
H 5.48 4.52 -1.76 0.00
H 3.77 4.19 -2.22 0.00
```

The value obtained for the HOMO-LUMO gap (spin up / spin down) is 8.65 / 4.77 eV. The value obtained for the total energy is -13917.9648 eV. Its spin multiplicity is 2. The expectation value of S² is 0.76.

Computed, not measured: an isolated ion of composition C8H6O4 and charge -2 in a non-equilibrium geometry, with wB97M-V/def2-TZVPD.

```
18
Properties=species:S:1:pos:R:3:lowdin_charge:R:1
C 0.71 -0.26 -0.96 -0.31
C 1.99 -0.13 -1.38 -0.07
C 0.22 -1.39 1.26 -0.65
C 1.91 0.26 0.93 -0.49
C -0.67 -0.42 -1.54 -0.18
C -1.43 0.63 -0.79 -0.21
C -0.63 0.99 0.56 -0.12
C 0.49 0.04 0.52 -0.28
O 1.01 -2.32 1.02 -0.05
O 2.70 0.26 -0.12 -0.09
O -0.82 -1.38 1.96 -0.08
O 2.39 0.37 2.08 -0.02
H -0.65 -0.12 -2.56 0.08
H -1.19 -1.36 -1.27 0.12
H -1.74 1.63 -1.15 0.09
H -2.45 0.37 -0.65 0.06
H -0.45 2.07 0.73 0.11
H -1.37 0.78 1.37 0.10
```

The value obtained for the HOMO-LUMO gap is 6.34 eV. The value obtained for the total energy is -16579.9662 eV. Its total charge is -2.